(1)
{"formula": "C30H35F5N2O3PS4V", "method": "ωB97M-V/def2-TZVPD", "elements": ["V", "C", "C", "C", "C", "C", "C", "C", "C", "C", "C", "H", "H", "H", "H", "H", "H", "H", "H", "H", "H", "H", "H", "H", "H", "H", "F", "C", "C", "F", "C", "F", "C", "S", "C", "F", "C", "F", "C", "C", "O", "P", "O", "C", "C", "O", "C", "C", "H", "H", "H", "H", "H", "H", "H", "H", "H", "H", "H", "H", "H", "H", "H", "S", "C", "S", "C", "N", "N", "C", "C", "C", "C", "C", "C", "S", "H", "H", "H", "H", "H"], "xyz": [[-0.17, -0.48, -0.05], [0.64, -1.57, 1.72], [-0.78, -1.56, 1.82], [-1.30, -2.25, 0.69], [-0.21, -2.69, -0.10], [0.99, -2.25, 0.52], [2.40, -2.49, 0.06], [-0.35, -3.57, -1.31], [-2.74, -2.64, 0.47], [-1.57, -1.15, 3.03], [1.62, -1.10, 2.75], [2.97, -1.55, 0.08], [2.43, -2.85, -0.96], [2.91, -3.21, 0.71], [-0.97, -3.12, -2.09], [-0.80, -4.53, -1.04], [0.62, -3.77, -1.77], [-3.02, -2.54, -0.58], [-3.41, -2.02, 1.06], [-2.90, -3.68, 0.76], [-2.54, -0.74, 2.77], [-1.04, -0.39, 3.61], [-1.73, -2.01, 3.69], [2.49, -0.65, 2.28], [1.96, -1.95, 3.35], [1.18, -0.37, 3.42], [0.55, 4.44, 5.41], [0.71, 3.72, 4.29], [-0.37, 3.16, 3.65], [-1.60, 3.36, 4.15], [-0.19, 2.42, 2.50], [-1.31, 1.94, 1.94], [1.05, 2.19, 1.91], [1.37, 1.30, 0.45], [2.12, 2.78, 2.60], [3.36, 2.62, 2.15], [1.97, 3.52, 3.75], [3.03, 4.06, 4.36], [-3.28, 0.49, -4.80], [-2.26, 0.06, -3.77], [-2.62, 0.66, -2.52], [-1.71, 0.95, -1.20], [-0.95, 2.31, -1.57], [-1.61, 3.50, -2.01], [-1.17, 3.85, -3.41], [-2.96, 1.60, -0.36], [-3.97, 0.73, 0.16], [-5.30, 1.43, 0.05], [-3.05, 0.01, -5.75], [-3.24, 1.57, -4.94], [-4.29, 0.22, -4.49], [-1.26, 0.37, -4.06], [-2.25, -1.02, -3.66], [-1.32, 4.29, -1.31], [-2.69, 3.38, -1.95], [-0.08, 3.88, -3.46], [-1.56, 4.83, -3.70], [-1.52, 3.10, -4.12], [-3.73, 0.52, 1.21], [-3.99, -0.21, -0.39], [-5.29, 2.37, 0.61], [-6.10, 0.79, 0.46], [-5.52, 1.64, -1.00], [3.67, 3.08, -5.77], [3.20, 1.89, -4.71], [1.54, 1.50, -4.42], [1.98, 0.28, -3.21], [3.25, 0.21, -3.06], [3.93, 1.10, -3.89], [5.35, 1.11, -3.71], [5.84, 0.88, -2.43], [7.21, 0.87, -2.20], [8.09, 1.09, -3.25], [7.60, 1.31, -4.53], [6.23, 1.32, -4.77], [0.81, -0.72, -2.45], [5.14, 0.71, -1.62], [7.58, 0.71, -1.20], [9.16, 1.08, -3.08], [8.28, 1.47, -5.36], [5.85, 1.48, -5.76]], "homo_ev": [-4.1, -4.9], "s_squared": 3.7727, "homo_lumo_gap_ev": [6.51, 7.26], "e_lumo_ev": [2.362, 2.350], "spin_multiplicity": 4, "total_charge": -1}

(2)
{"formula": "C30H35IN6OPRbSSe2", "method": "ωB97M-V/def2-TZVPD", "elements": ["Rb", "N", "C", "C", "N", "H", "H", "H", "H", "H", "H", "H", "H", "Se", "P", "Se", "C", "C", "C", "C", "C", "C", "C", "C", "C", "C", "C", "C", "H", "H", "H", "H", "H", "H", "H", "H", "H", "H", "C", "C", "O", "N", "C", "C", "C", "C", "C", "C", "N", "H", "H", "H", "H", "H", "H", "H", "H", "H", "H", "S", "C", "C", "N", "C", "H", "H", "H", "I", "C", "C", "C", "C", "N", "C", "H", "H", "H", "H"], "xyz": [[-0.22, 0.42, 0.38], [1.45, 0.68, 2.96], [1.41, -0.42, 3.91], [-0.01, -0.75, 4.35], [-0.86, -1.09, 3.21], [2.35, 0.75, 2.51], [1.23, 1.57, 3.38], [2.01, -0.24, 4.82], [1.84, -1.29, 3.42], [-0.44, 0.12, 4.87], [0.05, -1.55, 5.09], [-1.63, -1.68, 3.50], [-0.31, -1.64, 2.55], [2.56, 0.88, -1.31], [2.93, -1.22, -0.96], [1.76, -2.32, 0.50], [4.70, -1.40, -0.55], [5.14, -2.02, 0.61], [6.50, -2.12, 0.87], [7.43, -1.61, -0.02], [6.99, -0.99, -1.19], [5.64, -0.88, -1.45], [2.80, -2.15, -2.52], [3.39, -3.41, -2.61], [3.26, -4.16, -3.77], [2.52, -3.66, -4.84], [1.92, -2.42, -4.74], [2.06, -1.66, -3.59], [4.41, -2.43, 1.30], [6.84, -2.60, 1.78], [8.49, -1.69, 0.18], [7.71, -0.59, -1.89], [5.29, -0.38, -2.35], [3.96, -3.80, -1.78], [3.73, -5.13, -3.84], [2.42, -4.25, -5.74], [1.34, -2.03, -5.57], [1.60, -0.69, -3.50], [-1.50, -2.99, -2.18], [-1.82, -1.52, -2.14], [-0.96, -0.67, -1.97], [-3.13, -1.18, -2.31], [-3.58, 0.18, -2.17], [-4.17, 0.50, -0.82], [-5.39, 1.17, -0.73], [-5.91, 1.47, 0.52], [-5.20, 1.07, 1.64], [-4.01, 0.39, 1.46], [-3.49, 0.12, 0.26], [-0.44, -3.11, -1.96], [-1.73, -3.41, -3.16], [-2.08, -3.53, -1.43], [-3.81, -1.92, -2.31], [-4.30, 0.42, -2.95], [-2.70, 0.81, -2.33], [-5.92, 1.45, -1.63], [-6.85, 2.00, 0.62], [-5.56, 1.26, 2.65], [-3.43, 0.04, 2.31], [-3.12, 3.92, -2.44], [-1.65, 3.37, -3.14], [-0.81, 2.95, -2.16], [-1.30, 3.05, -0.88], [-2.50, 3.53, -0.89], [-1.48, 3.38, -4.20], [0.18, 2.53, -2.32], [-3.08, 3.69, 0.01], [-3.83, 1.81, 5.47], [-2.65, 2.85, 4.10], [-2.70, 4.23, 3.99], [-1.90, 4.84, 3.03], [-1.11, 4.04, 2.21], [-1.07, 2.72, 2.32], [-1.81, 2.14, 3.25], [-3.33, 4.82, 4.64], [-1.90, 5.91, 2.91], [-0.51, 4.48, 1.43], [-1.74, 1.06, 3.31]], "homo_ev": -6.9, "e_above_lowest_kcal_mol": 6.77, "homo_lumo_gap_ev": 6.91, "e_lumo_ev": 0.051, "spin_multiplicity": 1, "total_charge": 0}

(3)
{"formula": "C30H35N3O6", "method": "ωB97M-V/def2-TZVPD", "elements": ["C", "H", "O", "C", "C", "C", "C", "C", "C", "H", "H", "O", "C", "H", "H", "H", "N", "C", "O", "C", "C", "C", "C", "O", "H", "H", "H", "C", "C", "C", "C", "C", "C", "C", "H", "H", "N", "C", "H", "C", "H", "O", "C", "C", "H", "H", "H", "H", "H", "H", "H", "H", "H", "C", "O", "N", "H", "C", "H", "C", "C", "H", "C", "H", "H", "C", "H", "H", "H", "H", "H", "H", "H", "H"], "xyz": [[1.01, 4.53, -1.57], [1.28, 5.47, -2.04], [0.71, 4.85, -0.23], [0.34, 3.84, 0.60], [0.23, 2.50, 0.23], [-0.15, 1.55, 1.16], [-0.41, 1.90, 2.49], [-0.31, 3.24, 2.85], [0.06, 4.19, 1.92], [0.14, 5.23, 2.20], [-0.51, 3.55, 3.86], [-0.74, 0.87, 3.33], [-1.08, 1.19, 4.66], [-0.24, 1.64, 5.19], [-1.34, 0.24, 5.13], [-1.94, 1.86, 4.71], [-0.22, 0.19, 0.77], [-1.37, -0.53, 0.76], [-1.40, -1.73, 0.54], [-2.62, 0.20, 1.05], [-3.79, -0.33, 1.53], [-4.69, 0.75, 1.64], [-4.01, 1.85, 1.21], [-2.76, 1.53, 0.85], [-4.30, 2.87, 1.11], [-5.70, 0.71, 1.99], [-3.96, -1.36, 1.77], [1.07, -0.46, 0.48], [1.34, -0.53, -1.00], [0.64, -1.40, -1.82], [0.87, -1.43, -3.18], [1.82, -0.60, -3.78], [2.53, 0.27, -2.93], [2.29, 0.30, -1.58], [2.88, 0.97, -0.96], [3.31, 0.90, -3.34], [2.13, -0.65, -5.13], [2.31, 0.58, -5.88], [2.70, 1.37, -5.24], [0.98, 1.02, -6.49], [1.11, 1.90, -7.13], [0.43, 0.02, -7.32], [0.24, -1.18, -6.60], [1.56, -1.66, -5.99], [1.42, -2.59, -5.44], [2.27, -1.84, -6.80], [-0.15, -1.91, -7.33], [-0.51, -1.02, -5.81], [0.27, 1.26, -5.68], [3.03, 0.38, -6.68], [0.29, -2.12, -3.77], [-0.10, -2.05, -1.38], [1.84, 0.17, 0.95], [1.17, -1.84, 1.17], [1.70, -2.79, 0.64], [0.77, -1.81, 2.46], [0.23, -1.01, 2.77], [0.62, -3.02, 3.24], [1.36, -3.72, 2.85], [-0.81, -3.58, 3.13], [-1.56, -2.88, 4.25], [-2.50, -3.37, 4.50], [-0.56, -2.91, 5.40], [-0.76, -2.15, 6.16], [-0.59, -3.89, 5.88], [0.81, -2.70, 4.74], [1.57, -3.35, 5.18], [1.15, -1.67, 4.85], [-1.79, -1.85, 3.96], [-1.23, -3.37, 2.14], [-0.80, -4.65, 3.29], [0.42, 2.17, -0.78], [0.14, 4.11, -2.09], [1.84, 3.83, -1.64]], "homo_ev": -7.5, "e_above_lowest_kcal_mol": 46.18, "homo_lumo_gap_ev": 8.05, "e_lumo_ev": 0.562, "spin_multiplicity": 1, "total_charge": 0}

Number 1: DFT total energy -4877.01459 Ha, F_max 0.02622 Eh/bohr. Number 2: DFT total energy -7432.28030 Ha, F_max 0.01031 Eh/bohr. Number 3: DFT total energy -1779.86865 Ha, F_max 0.02499 Eh/bohr.